[1]
Here is 2 unconnected molecules or ions with the total composition C22H37BNO9 in a non-equilibrium geometry from OMol25. Energies are from ωB97M-V/def2-TZVPD.

Output
frontier orbital gap	6.9442	eV
charge	-1

Last column: Mulliken charge in e.
Element x y z (Å)
O 3.461 5.989 -0.776  -0.5023
O -1.894 0.408 3.681  -0.3724
O 3.416 4.124 0.704  -0.5327
O 1.617 4.498 -0.867  -0.6733
O 2.210 2.990 -3.606  -0.7815
O 1.055 0.172 0.249  -0.0970
O -4.241 -1.970 -0.230  -0.2836
O -1.212 -1.701 3.589  -0.5236
O 0.027 3.335 -3.193  -0.7333
N 0.656 2.375 -0.540  0.8515
C -1.043 3.082 1.102  -0.7738
C -5.091 -2.161 -1.343  -0.3948
C -4.636 -4.164 0.820  -1.1418
C 3.388 0.366 0.648  -0.3356
C -0.675 2.958 -0.401  -1.1735
C 2.505 -1.601 -0.513  0.5694
C -1.242 1.500 3.012  -0.6908
C -6.526 -1.717 -1.111  -1.0518
C 0.677 1.001 -0.895  -1.3807
C 5.826 0.690 1.090  -1.3851
C 4.884 -1.333 -0.123  -1.2227
C -1.743 -0.779 3.070  0.4838
C 4.693 -0.114 0.522  1.0522
C 1.389 -2.644 -2.534  -1.4554
C 1.318 -2.366 -1.029  0.7880
C 1.243 -3.719 -0.284  -1.7327
C 1.222 3.177 -2.876  0.3829
C 2.323 -0.362 0.122  -0.4358
C 1.564 3.153 -1.366  -0.1278
C -4.593 -2.652 0.959  0.0183
C -1.722 1.788 1.599  -0.0717
C 3.811 -2.069 -0.631  -0.2184
B 2.815 4.866 -0.343  0.8813
H -2.800 1.944 1.593  0.4014
H 0.996 -1.826 -3.131  0.3692
H -7.109 -1.848 -2.023  0.3889
H -0.297 0.635 -1.211  0.2104
H 0.387 -1.851 -0.829  0.0370
H 5.520 1.085 2.056  0.3577
H -5.397 -4.490 0.110  0.2948
H -3.827 -2.383 1.684  0.0705
H 2.102 -4.316 -0.586  0.3549
H -1.434 2.331 -0.862  0.5470
H 2.835 4.184 1.467  0.2815
H -4.860 -4.622 1.784  0.3931
H 3.996 -3.020 -1.110  0.3941
H 0.759 -3.505 -2.756  0.4261
H -7.010 -2.293 -0.321  0.2705
H 6.712 0.083 1.253  0.3941
H 6.057 1.553 0.472  0.2530
H -0.165 1.342 2.970  0.4111
H -0.116 3.210 1.653  0.3057
H -5.544 -2.273 1.352  0.2795
H -1.712 3.931 1.208  0.3664
H 4.147 6.183 -0.131  0.2928
H -5.060 -3.205 -1.676  0.3247
H -4.653 -1.565 -2.144  0.3118
H -1.487 0.968 0.928  0.0792
H -3.673 -4.540 0.472  0.2710
H 5.888 -1.720 -0.238  0.3410
H -1.436 2.388 3.603  0.2862
H 0.333 -4.257 -0.528  0.4519
H 3.199 1.306 1.141  0.3040
H 2.554 2.708 -1.283  0.3324
H 1.342 -3.544 0.784  0.4112
H -6.557 -0.665 -0.824  0.2869
H 1.370 0.807 -1.712  0.6664
H -2.194 -0.886 2.079  0.1277
H 2.391 -2.889 -2.873  0.2765
H -0.741 3.925 -0.881  0.4936

***

[2]
Here is 6 unconnected molecules or ions with the total composition C22H37Br2N6O2 in a non-equilibrium geometry from OMol25. Energies are from ωB97M-V/def2-TZVPD.

Output
frontier orbital gap	6.6545	eV
charge	-1

Last column: Mulliken charge in e.
Element x y z (Å)
Br 2.582 -4.207 0.161  -0.2426
Br 2.641 -3.044 -2.525  -0.0721
O -1.099 -4.824 -0.488  -0.7461
O 0.289 -5.121 -2.168  -0.6595
N 4.556 1.887 1.604  -0.5016
N -2.079 2.865 -1.583  -0.4227
N -0.683 -1.561 1.593  -0.5825
N 2.118 -0.883 -5.774  -0.4760
N 1.181 -2.437 -1.508  -0.4041
N -0.096 3.547 4.441  -0.5363
C -0.048 -4.587 -1.114  0.5993
C -0.541 2.516 4.669  0.1886
C -0.777 -0.454 1.305  0.2945
C 3.282 1.489 3.854  0.3666
C 1.592 1.106 0.422  -1.2857
C 3.795 2.469 4.914  -0.4380
C -1.122 1.196 4.972  -0.0675
C 0.182 1.312 -0.116  -0.4517
C -3.172 2.596 -1.805  0.3084
C 0.861 -3.496 -0.500  0.1441
C 1.191 -3.968 -7.064  -0.5401
C 0.724 -3.094 -5.898  0.1512
C -4.559 2.216 -2.099  -0.4872
C -2.896 2.238 6.476  -1.2070
C -3.819 0.204 -3.479  -1.1118
C 3.979 1.708 2.580  0.2316
C -2.617 1.339 5.275  -0.5050
C 5.287 2.315 5.191  -1.2435
C 1.029 -3.290 -8.421  -1.1438
C 1.502 -1.849 -5.835  0.1662
C -0.893 0.959 0.914  0.2337
C -4.666 0.701 -2.313  -0.3899
H -3.032 0.348 5.464  0.3746
H 2.239 -4.237 -6.921  0.2857
H -0.596 0.767 5.826  0.4052
H 0.052 0.708 -1.015  0.3100
H -0.784 1.583 1.804  -0.0754
H -3.948 -0.869 -3.612  0.3335
H 0.378 -2.390 -2.128  0.3025
H 2.331 1.401 -0.320  0.4067
H 1.753 1.707 1.318  0.1189
H -5.189 2.528 -1.265  0.2669
H 5.603 3.009 5.971  0.3600
H -4.888 2.754 -2.989  0.3185
H -3.130 1.742 4.400  0.2751
H 3.240 2.307 5.840  0.3294
H -0.332 -2.841 -6.008  0.2672
H 1.346 -3.960 -9.223  0.3367
H -0.013 -3.017 -8.601  0.2927
H 0.053 2.351 -0.410  0.4402
H -1.885 1.132 0.499  0.0566
H -0.976 0.534 4.117  0.0710
H -2.404 1.857 7.373  0.2961
H 0.367 -3.085 0.370  0.1446
H -4.105 0.698 -4.410  0.3059
H 1.782 0.059 0.669  0.3782
H 2.212 1.636 3.704  -0.3343
H 0.847 -3.626 -4.950  -0.0133
H 3.447 0.459 4.172  0.3511
H -5.712 0.446 -2.493  0.3072
H -4.362 0.180 -1.403  0.2809
H 0.619 -4.897 -7.056  0.3437
H 3.594 3.492 4.593  0.3045
H 5.882 2.529 4.302  0.3452
H -2.549 3.257 6.301  0.3375
H 5.522 1.302 5.524  0.3097
H 1.637 -2.387 -8.491  0.3322
H -3.967 2.287 6.673  0.3606
H -2.757 0.385 -3.308  0.3045

***

[3]
Here is 2 unconnected molecules or ions with the total composition C22H37Cl2N6O2 in a non-equilibrium geometry from OMol25. Energies are from ωB97M-V/def2-TZVPD.

Output
frontier orbital gap	8.6087	eV
charge	+1

Last column: Mulliken charge in e.
Element x y z (Å)
Cl 1.935 2.076 2.924  -0.1253
Cl 2.763 -0.819 2.155  -0.1323
O 0.097 -4.264 6.508  -0.5249
O -2.042 0.074 4.366  -0.5554
N -2.082 -0.670 -1.969  -0.6949
N -1.040 -0.358 -1.092  0.6060
N 2.323 -0.006 -0.314  0.2548
N 0.276 -0.501 -1.409  -0.1162
N 0.145 0.374 0.620  -0.1482
N -3.735 -2.888 0.161  -0.7035
C 3.121 -0.518 -1.437  -1.0309
C 4.970 2.262 -2.916  -1.3616
C -2.989 0.357 -4.072  -0.4784
C -4.497 0.298 -4.375  -1.3040
C -2.086 -1.488 6.139  -0.4450
C 3.019 0.428 0.890  -0.4419
C -2.341 0.418 0.938  -0.9850
C 0.132 -2.689 4.761  -0.2416
C -3.003 -0.884 1.436  -0.7434
C 3.557 2.506 -2.370  0.2609
C -2.716 0.527 -2.567  -0.3818
C -1.560 -0.918 4.878  0.3078
C -4.064 -1.512 0.516  -0.1404
C 2.477 1.552 -2.881  -0.5061
C 2.840 0.073 -2.831  -0.7196
C -0.394 -3.270 6.024  0.2298
C -0.417 -1.599 4.234  0.0852
C -1.101 0.154 0.164  0.0915
C 2.663 1.902 1.290  0.3209
C -1.544 -2.582 6.671  -0.4669
C 3.947 2.722 1.325  -1.6780
C 0.990 -0.029 -0.337  0.0465
H 1.919 2.310 0.618  0.2780
H 4.166 -0.375 -1.192  0.4866
H -1.908 -3.022 7.590  0.4197
H -3.023 1.020 0.347  0.4395
H 1.550 1.757 -2.343  0.1186
H 4.997 1.572 -3.755  0.3270
H 4.554 2.354 2.150  0.4610
H 3.727 3.763 1.523  0.3997
H 5.665 1.909 -2.157  0.3636
H -3.662 0.724 -2.070  0.2905
H 2.265 1.800 -3.922  0.4353
H -2.923 -0.973 6.592  0.4351
H 0.974 -3.199 4.311  0.4318
H 4.081 0.383 0.701  0.5182
H -3.457 -0.707 2.405  0.4120
H -5.013 -1.539 1.045  0.5142
H 3.755 -0.068 -3.401  0.4510
H -0.054 -1.141 3.320  0.3503
H -2.532 -0.552 -4.463  0.3137
H 3.255 3.508 -2.670  0.5595
H -2.232 -1.634 1.614  0.4203
H -4.890 1.310 -4.427  0.3304
H 4.534 2.592 0.418  0.3909
H -2.573 1.221 -4.579  0.2882
H -3.068 -2.917 -0.598  0.2194
H -4.677 -0.156 -5.345  0.3875
H -4.229 -0.884 -0.362  -0.0794
H 0.550 -0.882 -2.297  0.4249
H -2.009 0.963 1.817  0.4028
H -1.713 -1.250 -2.711  0.3451
H 2.969 -1.599 -1.484  0.3522
H 3.559 2.526 -1.284  -0.5643
H 5.386 3.197 -3.282  0.3810
H -2.093 1.403 -2.388  0.3020
H -4.559 -3.372 -0.167  0.2450
H -5.036 -0.256 -3.613  0.3652
H 2.096 -0.513 -3.372  0.5052

***

[4]
Here is a molecular structure, C22H37ClN2Ru in a non-equilibrium geometry from OMol25. Energies are from ωB97M-V/def2-TZVPD.

Output
frontier orbital gap (spin up / spin down)	6.4066 / 7.7253	eV
spin multiplicity	2
charge	+1
energy above the lowest of the compared OMol25 structures with the same formula, charge and spin	2.0176	eV
⟨S²⟩	1.020

Last column: Mulliken spin population.
Element x y z (Å)
Ru 0.174 0.768 -0.313  1.3394
Cl -0.052 -0.236 -2.789  -0.0182
N -2.122 1.052 -0.568  0.0088
N -4.107 0.626 -1.368  0.0024
C 4.067 0.561 0.543  -0.0348
C 0.138 -0.825 4.054  -0.0068
C 0.549 3.943 -0.537  0.0264
C 2.669 0.987 0.967  -0.0898
C -3.042 1.454 -1.423  -0.0061
C 0.426 -1.213 -1.396  -0.1586
C 0.798 0.899 2.360  -0.1210
C 3.985 -0.278 -0.746  -0.0148
C -3.846 -0.350 -0.449  0.0006
C -1.420 1.059 3.519  -0.0195
C -2.959 2.637 -2.313  0.0053
C 0.676 2.047 1.531  0.0150
C 1.978 0.237 1.943  0.0906
C 1.932 3.293 -0.325  0.0451
C 0.051 0.646 3.638  0.0052
C -2.606 -0.079 0.040  0.0118
C 1.798 2.113 0.635  -0.0866
C 4.691 -0.331 1.632  -0.0048
C 2.355 2.804 -1.721  0.0222
C 2.870 4.359 0.251  -0.0077
C 0.748 1.535 4.689  -0.0130
C 5.049 1.722 0.343  -0.0118
H 2.308 3.621 -2.438  0.0002
H -0.324 -1.987 -1.242  -0.0010
H 3.359 2.402 -1.741  0.0000
H -2.002 2.648 -2.835  -0.0005
H 6.039 1.316 0.143  -0.0001
H -2.012 -0.628 0.762  0.0005
H 1.413 -1.631 -1.582  0.0062
H 4.632 0.149 2.606  0.0000
H -0.445 -0.997 4.955  0.0001
H 1.789 1.246 4.803  0.0019
H -0.189 3.185 -0.868  -0.0134
H 4.983 -0.587 -1.047  0.0001
H -0.250 -1.467 3.266  0.0035
H 2.324 -0.678 2.380  0.0117
H -1.526 2.135 3.417  -0.0005
H -1.964 0.756 4.410  0.0001
H -3.762 2.621 -3.046  0.0001
H 2.885 5.235 -0.393  0.0009
H 5.740 -0.499 1.402  -0.0002
H 1.653 2.016 -2.058  -0.0057
H -4.932 0.688 -1.946  -0.0008
H -3.030 3.557 -1.733  0.0002
H 0.006 2.862 1.753  0.0074
H -4.544 -1.124 -0.212  -0.0002
H 0.184 4.430 0.362  -0.0029
H 0.627 4.708 -1.307  0.0029
H 3.884 3.995 0.366  0.0003
H 3.395 -1.174 -0.564  -0.0014
H 4.216 -1.306 1.685  -0.0003
H -1.883 0.584 2.656  0.0087
H 0.714 2.579 4.383  0.0013
H 5.110 2.322 1.248  0.0030
H 2.510 4.662 1.231  0.0021
H 3.535 0.279 -1.564  0.0015
H 4.792 2.360 -0.494  -0.0006
H 1.162 -1.117 4.267  -0.0015
H 0.252 1.443 5.651  -0.0028

***

- Which formula does entry 3 have?
  C22H37Cl2N6O2